Record 1
{"formula": "C25H28N4O5", "method": "wB97M-V/def2-TZVPD", "symbols": ["O", "O", "O", "O", "O", "N", "N", "N", "N", "C", "C", "C", "C", "C", "C", "C", "C", "C", "C", "C", "C", "C", "C", "C", "C", "C", "C", "C", "C", "C", "C", "C", "C", "C", "H", "H", "H", "H", "H", "H", "H", "H", "H", "H", "H", "H", "H", "H", "H", "H", "H", "H", "H", "H", "H", "H", "H", "H", "H", "H", "H", "H"], "xyz": [[-1.4716, 2.9215, 2.1186], [2.4330, -2.6489, -2.4773], [1.7144, 1.4363, 3.4957], [0.5993, 4.0820, -0.0288], [-1.6355, 2.0313, -2.2974], [-1.3318, -3.5500, -2.1163], [1.0118, 1.9019, -0.4202], [1.1073, 2.7493, 1.7515], [1.0570, -3.8919, -1.1978], [-2.2977, 2.7741, -1.2960], [1.7885, -2.7745, -1.4528], [-0.9156, 2.9599, 4.4323], [-1.3042, -0.0531, -3.3339], [0.8784, 2.9906, 0.4031], [0.7387, 3.8294, 2.6501], [2.1052, -1.8821, 0.9142], [-1.8294, -0.0375, -1.0084], [-1.2145, -1.4271, -3.3123], [1.4261, -0.4263, -0.8876], [-1.9897, 1.7530, 2.7249], [0.8017, -4.7732, -2.3197], [1.6633, 0.4434, 1.3492], [-1.6060, 0.6689, -2.1802], [2.0522, -0.8218, 1.7911], [-0.7428, 3.6791, 3.0834], [-1.3199, -4.2288, -0.8407], [-2.1520, 2.0947, 4.2022], [-0.4722, -4.2680, -3.0441], [-1.3883, -2.1542, -2.1281], [1.5179, 1.5474, 2.3015], [0.0572, -4.0290, -0.1600], [1.7666, -1.6861, -0.4273], [-1.7108, -1.4166, -0.9860], [1.3622, 0.6458, -0.0019], [1.6618, -4.7384, -2.9876], [1.1972, -0.2821, -1.9321], [-1.1504, 0.4879, -4.2545], [-3.3284, 2.4278, -1.1699], [-1.4985, -5.2892, -1.0381], [-2.1292, -3.8755, -0.2037], [-1.7837, 2.7388, -0.3321], [-2.9292, 1.5087, 2.2241], [-0.0494, 2.3288, 4.6294], [0.6786, -5.7901, -1.9405], [-1.0186, -1.9297, -4.2456], [-1.0304, -5.1154, -3.4582], [-2.1788, 1.2106, 4.8341], [-1.1966, 4.6781, 3.1124], [0.3021, -4.8927, 0.4695], [0.7768, 2.0561, -1.3936], [2.4150, -2.8585, 1.2542], [-1.2864, 0.9142, 2.5999], [0.8789, 4.7611, 2.1016], [-1.0353, 3.6656, 5.2509], [-2.2986, 3.8029, -1.6505], [-1.8876, -1.9001, -0.0390], [-0.1761, -3.6164, -3.8609], [-3.0634, 2.6750, 4.3522], [0.0504, -3.1328, 0.4591], [1.3942, 3.7974, 3.5212], [-2.0809, 0.4764, -0.0936], [2.2971, -0.9407, 2.8357]], "nbo_charge": [-0.55, -0.61, -0.61, -0.62, -0.51, -0.42, -0.62, -0.46, -0.43, -0.26, 0.67, -0.45, -0.24, 0.81, -0.25, -0.25, -0.23, -0.24, -0.24, -0.07, -0.25, -0.23, 0.25, -0.13, 0.09, -0.23, -0.43, -0.22, 0.15, 0.69, -0.24, -0.07, -0.27, 0.29, 0.25, 0.24, 0.23, 0.17, 0.20, 0.22, 0.19, 0.19, 0.24, 0.19, 0.21, 0.20, 0.22, 0.19, 0.20, 0.43, 0.22, 0.16, 0.24, 0.22, 0.21, 0.21, 0.22, 0.20, 0.23, 0.23, 0.22, 0.24], "multiplicity": 1, "e_tot_ha": -1564.7535, "charge": 0, "gap_ev": 7.745}



Record 2
{"formula": "C4H8N2OS", "method": "wB97M-V/def2-TZVPD", "symbols": ["S", "O", "N", "N", "C", "C", "C", "C", "H", "H", "H", "H", "H", "H", "H", "H"], "xyz": [[2.1848, -0.9699, 0.1478], [1.1137, 1.9520, 0.2352], [-0.5162, -0.9734, -0.3001], [-1.6398, -0.1453, -0.4179], [-1.1601, 1.1638, 0.1439], [0.1788, 1.1475, -0.3925], [-2.7371, -0.8101, 0.3775], [0.6688, -0.3193, -0.2976], [-3.2385, -1.6473, -0.2322], [-1.1103, 1.1435, 1.3464], [1.8547, 1.0970, 0.5973], [-1.7083, 1.9792, -0.2278], [0.0434, 1.1800, -1.5143], [-3.5434, 0.0769, 0.6021], [-2.1984, -1.1344, 1.3430], [-0.5776, -2.0524, -0.1219]], "nbo_charge": [-0.18, -0.73, -0.43, -0.27, -0.23, 0.00, -0.44, 0.14, 0.22, 0.18, 0.48, 0.23, 0.18, 0.23, 0.19, 0.43], "multiplicity": 1, "e_tot_ha": -740.0363, "charge": 0, "gap_ev": 9.021}



Record 3
{"formula": "C10H14LuN2P", "method": "wB97M-V/def2-TZVPD", "symbols": ["Lu", "P", "N", "N", "C", "C", "C", "C", "C", "C", "C", "C", "C", "C", "H", "H", "H", "H", "H", "H", "H", "H", "H", "H", "H", "H", "H", "H"], "xyz": [[-0.9862, 0.4195, -0.7555], [-1.2272, 2.5079, 1.1579], [1.2069, -0.1571, -0.0262], [1.8120, 1.2042, 1.7960], [3.8027, -1.2827, -0.0112], [-2.1870, -1.1113, 0.1673], [2.8239, -1.7600, -0.8714], [3.4494, -0.3170, 0.9053], [1.5464, -1.1804, -0.8735], [-3.1193, 0.3852, -0.1149], [-2.1331, -1.6012, -1.1261], [-2.5643, -0.7452, -2.1820], [-3.2536, 0.3538, -1.5551], [2.1252, 0.2425, 0.9122], [-1.8882, -1.9083, 0.8817], [3.0322, -2.5485, -1.5954], [0.7923, -1.5551, -1.5602], [-3.7382, 1.1916, -2.1188], [-1.7745, -2.6073, -1.3448], [-3.5758, 1.3272, 0.2828], [-0.1249, 3.4232, 1.2195], [-2.2876, 3.4695, 1.2207], [4.8468, -1.6323, -0.0850], [4.1677, 0.0875, 1.6284], [-1.2698, 2.1134, 2.5480], [0.6653, 1.3044, 2.0968], [-2.5599, -0.9947, -3.2205], [2.4188, 1.3714, 2.6238]], "nbo_charge": [1.24, -0.02, -0.59, -0.80, -0.15, -0.56, -0.29, -0.28, 0.04, -0.62, -0.47, -0.42, -0.39, 0.41, 0.23, 0.23, 0.22, 0.23, 0.22, 0.23, 0.01, 0.03, 0.23, 0.22, 0.03, 0.39, 0.24, 0.40], "multiplicity": 1, "e_tot_ha": -2075.5942, "charge": 0, "gap_ev": [4.169, 4.170]}



Record 4
{"formula": "C3H4O3", "method": "wB97M-V/def2-TZVPD", "symbols": ["O", "O", "O", "C", "C", "C", "H", "H", "H", "H"], "xyz": [[-0.2240, 0.2209, -1.6979], [-0.1867, -1.0545, 1.6915], [-1.6125, -1.3058, -0.7762], [0.1809, -0.4078, 0.6274], [-0.6907, -0.5576, -0.6924], [0.5565, 0.9717, 0.9006], [-0.7537, 0.0420, -2.4923], [0.1663, 1.4210, 1.8073], [1.1763, -0.7856, 0.2335], [1.3876, 1.4558, 0.3987]], "nbo_charge": [-0.69, -0.36, -0.55, -0.14, 0.76, -0.19, 0.50, 0.20, 0.28, 0.19], "multiplicity": 1, "e_tot_ha": -342.2966, "charge": 0, "gap_ev": [7.212, 9.635]}



Let's list energy above the lowest of the compared OMol25 structures with the same formula, charge and spin in order: 18.49 78.89 0.00 99.99 kcal/mol.